The following is a quantum chemistry calculation of one molecule with the formula C2H4N4OS at a distorted geometry, from the OMol25 dataset.

The energy above the lowest of the compared OMol25 structures with the same formula, charge and spin is 34.9 kcal per mole. Its maximum force is 2.20 eV/A. Its HOMO energy is -8.754 eV. The LUMO energy is 0.0174 Eh. Its HOMO-LUMO gap is 9.23 eV. The structure (SMILES) is [H]/N=c1\c(O)n[nH]n1S.

Each atom is followed by the atoms it is bonded to, with distances in Å.
Element x y z (Å)
1 C -0.26321 -0.96515 -0.67681  C2 1.483, N7 1.295, O11 1.334
2 C 0.35620 0.34132 -0.34897  C1 1.483, N9 1.378, N10 1.263
3 H 0.43269 -1.12334 -2.45911  O11 0.967
4 H -2.14084 -0.17384 1.44602  N8 1.040
5 H 1.14594 1.22428 2.25390  S12 1.354
6 H 1.82868 0.51069 -1.57747  N10 1.036
7 N -1.16020 -1.33786 0.17916  C1 1.295, N8 1.399
8 N -1.15203 -0.40356 1.22009  H4 1.040, N7 1.399, N9 1.409
9 N -0.45294 0.70658 0.70529  C2 1.378, N8 1.409, S12 1.714
10 N 1.30368 1.01639 -0.84130  C2 1.263, H6 1.036
11 O 0.06977 -1.67791 -1.75429  C1 1.334, H3 0.967
12 S 0.03227 1.88240 1.85349  H5 1.354, N9 1.714

And the Löwdin charges, in e, turn out to be: number 1, C, carries -0.3506; number 2, C, carries -0.4468; number 3, H, carries 0.1160; number 4, H, carries 0.1392; number 5, H, carries -0.1185; number 6, H, carries 0.0582; number 7, N, carries 0.1191; number 8, N, carries -0.0676; number 9, N, carries -0.4798; number 10, N, carries 0.1275; number 11, O, carries 0.0993; number 12, S, carries 0.8039

The following is a quantum chemistry calculation of one molecule with the formula C2H4N4S at a distorted geometry, from the OMol25 dataset.

The energy above the lowest of the compared OMol25 structures with the same formula, charge and spin is 37.7 kcal per mole. Its maximum force is 1.84 eV/A. Its HOMO energy is -8.989 eV. The LUMO energy is 0.0146 Eh. Its HOMO-LUMO gap is 9.39 eV. The structure (SMILES) is [H]/N=C1\NN=CSN1.

Each atom is followed by the atoms it is bonded to, with distances in Å.
Element x y z (Å)
1 C -0.85758 -0.37481 -0.09924  N7 1.280, N8 1.380, N10 1.378
2 C 1.81422 0.60297 0.15165  H5 1.111, N9 1.270, S11 1.786
3 H -2.69280 0.06067 -0.31282  N7 1.013
4 H -0.20758 -2.14953 0.65481  N8 1.040
5 H 2.79695 1.01907 0.45879  C2 1.111
6 H -1.04859 1.60259 -0.44434  N10 0.991
7 N -2.09089 -0.71762 -0.07031  C1 1.280, H3 1.013
8 N 0.13954 -1.22067 0.34054  C1 1.380, H4 1.040, S11 1.703
9 N 0.83343 1.40786 0.10053  C2 1.270, N10 1.423
10 N -0.37677 0.87444 -0.42515  C1 1.378, H6 0.991, N9 1.423
11 S 1.69007 -1.10496 -0.35445  C2 1.786, N8 1.703

And the Löwdin charges, in e, turn out to be: number 1, C, carries -0.6034; number 2, C, carries -0.4728; number 3, H, carries 0.0339; number 4, H, carries 0.1191; number 5, H, carries 0.0793; number 6, H, carries 0.1169; number 7, N, carries 0.1126; number 8, N, carries -0.3081; number 9, N, carries -0.0009; number 10, N, carries 0.0171; number 11, S, carries 0.9065